Entry from the OMol25 dataset: a cluster of 20 separate species, C82H218N14O33 in total at a distorted geometry (ωB97M-V/def2-TZVPD).

The geometry in XYZ format:
```
347
Properties=species:S:1:pos:R:3:forces:R:3:lowdin_charge:R:1
C -3.161 2.502 9.260 -0.182 -1.303 -1.704 -0.0383
C -3.252 1.000 9.620 0.011 1.095 0.361 -0.4063
C -3.619 0.227 8.400 -0.503 -2.580 -0.885 -0.2647
O -4.746 0.662 7.691 -0.400 -0.301 0.423 -0.1876
C -5.932 -0.092 7.920 -0.874 1.807 0.407 -0.0953
N -1.937 0.420 10.018 -0.696 0.129 0.579 0.0486
H -2.944 3.160 10.067 0.326 0.397 0.652 0.0621
H -4.149 2.721 8.851 -0.076 0.348 0.207 0.0737
H -2.487 2.656 8.381 -0.107 -0.071 0.902 0.0911
H -4.133 0.915 10.319 1.138 -0.254 0.020 0.1535
H -3.772 -0.901 8.667 0.348 1.643 -0.223 0.1365
H -2.818 0.245 7.663 0.500 0.127 0.112 0.1201
H -5.759 -1.161 8.004 0.137 -0.101 -0.133 0.0603
H -6.545 0.191 7.055 -0.092 -0.629 0.233 0.0954
H -6.496 0.273 8.838 0.733 -0.472 -0.773 0.1046
H -2.040 -0.589 10.063 -0.011 -0.143 -0.148 0.0675
H -1.679 0.658 10.971 -0.097 0.358 -0.033 0.0953
C -1.827 -0.486 -4.923 -1.884 1.154 0.251 -0.0630
C -2.100 -0.462 -6.432 1.111 -0.623 0.206 -0.3769
C -2.113 -1.946 -6.881 -0.152 1.079 0.429 -0.2096
O -0.828 -2.548 -6.698 -0.655 0.633 0.124 -0.1951
C -0.901 -3.912 -7.039 -2.183 0.885 -0.073 -0.1068
N -3.266 0.388 -6.844 1.537 -1.451 -0.448 0.0771
H -2.769 -0.755 -4.311 1.349 -0.037 -0.951 0.1055
H -1.607 0.539 -4.625 0.238 -0.079 0.109 0.0422
H -0.987 -1.123 -4.710 0.196 -0.323 0.310 0.0520
H -1.135 -0.174 -6.917 -0.843 0.765 0.256 0.1272
H -2.338 -1.953 -7.913 -0.499 -0.240 -1.411 0.1050
H -2.892 -2.456 -6.330 -0.221 -0.600 0.238 0.1180
H -1.648 -4.388 -6.374 0.285 -0.201 -0.370 0.0976
H 0.036 -4.316 -6.899 2.056 -0.981 0.380 0.0555
H -1.192 -4.045 -8.092 -0.074 -0.018 0.162 0.0933
H -3.976 0.384 -6.134 -0.071 0.246 0.186 0.0432
H -2.984 1.323 -7.126 -0.113 -0.259 0.449 0.0394
C 1.629 -3.908 0.541 0.547 -0.566 0.307 -0.0520
C 0.578 -4.784 -0.164 0.632 0.354 0.586 -0.3781
C 0.912 -4.927 -1.678 1.150 -0.559 0.952 -0.1832
O 0.915 -3.649 -2.332 0.182 -0.970 -0.134 -0.2026
C 1.130 -3.748 -3.754 -0.258 -0.465 0.457 -0.0832
N 0.519 -6.057 0.628 -0.637 0.778 -1.051 0.0647
H 1.933 -3.058 -0.067 -0.157 0.108 -0.038 0.0639
H 2.540 -4.531 0.706 -0.440 0.406 -0.190 0.0714
H 1.305 -3.563 1.541 -0.033 -0.128 -0.466 0.0712
H -0.370 -4.285 -0.038 -0.595 0.114 -0.217 0.1055
H 0.203 -5.648 -2.110 0.171 0.322 -0.248 0.1018
H 1.961 -5.393 -1.684 -1.130 0.485 -0.338 0.1343
H 2.177 -3.896 -4.077 -0.073 0.313 0.588 0.0860
H 0.735 -2.816 -4.166 0.054 -0.299 -0.232 0.0703
H 0.615 -4.644 -4.144 -0.241 0.510 0.003 0.0856
H 1.432 -6.461 0.541 0.502 -0.475 0.202 0.0750
H -0.126 -6.732 0.208 0.258 0.276 -0.192 0.0419
C -3.458 7.267 0.220 -0.686 1.262 1.052 -0.0636
C -3.474 5.805 0.180 0.899 -2.305 -1.386 -0.4795
C -2.243 5.324 -0.646 -2.457 -0.908 -0.799 -0.1480
O -2.619 5.699 -2.002 -0.166 -0.021 3.145 -0.1772
C -1.653 5.280 -2.846 -0.390 -0.768 -2.705 -0.1541
N -3.422 5.248 1.498 0.897 1.139 2.188 0.0391
H -3.456 7.692 -0.764 0.311 0.353 -0.463 0.0799
H -2.587 7.562 0.843 -0.275 0.204 -0.613 0.0970
H -4.354 7.644 0.732 0.133 -0.002 -0.035 0.0939
H -4.326 5.338 -0.341 -0.060 0.665 -0.015 0.1349
H -2.076 4.165 -0.564 -0.253 1.998 -0.144 0.1399
H -1.392 5.896 -0.337 0.947 0.096 0.163 0.1117
H -0.662 5.555 -2.591 1.210 0.245 0.679 0.0703
H -1.878 5.817 -3.761 0.236 -0.267 -0.614 0.0892
H -1.734 4.190 -3.012 0.232 0.482 -0.127 0.0692
H -2.728 4.492 1.481 -0.162 0.297 0.679 0.0621
H -3.112 6.041 2.165 -0.434 -2.169 -1.115 0.1307
C 1.728 4.795 -0.605 -0.786 0.017 0.137 -0.0524
C 3.012 4.618 -1.333 0.022 -0.020 -0.900 -0.4042
C 4.137 4.952 -0.374 1.261 0.548 0.046 -0.1668
O 5.411 4.727 -1.000 -0.481 -0.052 -0.099 -0.2013
C 6.504 4.659 -0.116 -0.182 0.752 0.502 -0.1044
N 3.195 3.309 -1.976 4.186 1.366 0.897 0.0928
H 1.611 4.084 0.202 0.111 -0.181 0.426 0.0690
H 0.869 4.642 -1.258 0.020 0.192 -0.026 0.0655
H 1.733 5.805 -0.193 -0.397 0.027 0.063 0.0909
H 2.969 5.248 -2.214 0.438 1.120 0.259 0.1357
H 4.105 4.302 0.504 -0.372 -0.159 0.161 0.1279
H 4.080 6.013 -0.004 -0.063 -0.764 -0.415 0.1453
H 7.410 4.771 -0.667 0.565 -0.077 -0.761 0.0778
H 6.595 3.759 0.476 -0.445 -0.618 0.042 0.0858
H 6.518 5.492 0.588 -0.279 0.256 0.169 0.0866
H 4.102 2.965 -1.546 -1.416 -0.235 -1.051 0.1069
H 2.489 2.695 -1.795 -2.460 -2.063 0.706 0.0165
C 3.007 5.633 -9.279 0.940 0.186 2.113 -0.0240
C 3.248 4.806 -7.989 -0.135 -1.207 0.190 -0.4036
C 4.519 3.937 -7.987 0.371 -0.429 -1.482 -0.1652
O 4.360 2.754 -8.824 0.080 0.902 -0.408 -0.2063
C 5.543 1.993 -8.985 0.025 0.331 1.347 -0.1049
N 3.434 5.574 -6.768 -0.852 1.604 0.222 0.0225
H 3.571 6.534 -9.137 0.888 0.519 -0.296 0.0690
H 2.023 6.025 -9.395 -1.130 -0.348 -0.042 0.0594
H 3.337 5.096 -10.132 0.178 -0.445 -0.856 0.0661
H 2.372 4.170 -7.832 0.024 -0.485 -0.313 0.1143
H 4.763 3.582 -6.990 -0.211 0.024 0.361 0.0954
H 5.387 4.573 -8.296 -0.528 -0.507 -0.108 0.1434
H 6.246 2.288 -9.753 -0.004 0.789 -0.277 0.0831
H 5.302 0.975 -9.213 -0.543 -0.610 -0.077 0.0573
H 6.052 1.991 -8.013 0.319 -0.130 -0.135 0.0903
H 2.606 6.168 -6.621 0.637 -0.142 -0.027 0.1006
H 3.503 4.976 -5.935 -0.103 -0.107 -0.297 0.0457
C -3.265 -3.514 -1.754 -1.369 0.918 -1.081 -0.0337
C -3.626 -4.552 -0.675 -0.422 2.287 -0.384 -0.4235
C -4.729 -3.898 0.147 -0.557 -0.231 0.565 -0.1789
O -5.344 -4.661 1.211 0.467 -0.103 -1.026 -0.1918
C -4.489 -5.256 2.168 -0.405 0.744 0.928 -0.1104
N -3.995 -5.839 -1.209 0.581 -0.921 2.224 0.0769
H -3.882 -3.705 -2.644 0.170 -0.198 -0.012 0.0816
H -2.242 -3.486 -2.090 0.498 -0.296 0.117 0.0634
H -3.561 -2.444 -1.551 0.383 -1.055 0.494 0.0889
H -2.752 -4.550 -0.063 0.760 -0.964 0.741 0.1122
H -5.580 -3.673 -0.505 0.123 0.166 0.018 0.1349
H -4.291 -2.964 0.508 -0.228 0.118 0.383 0.1158
H -5.157 -5.716 2.919 0.371 0.310 -0.259 0.1018
H -3.850 -4.497 2.650 -0.137 -0.258 -0.044 0.0685
H -3.833 -6.029 1.813 0.358 -0.446 -0.636 0.0619
H -4.565 -5.786 -1.988 -0.812 0.755 -2.560 0.0681
H -4.710 -6.177 -0.571 0.369 -0.586 0.627 0.0948
C -3.132 1.715 3.067 2.515 -0.511 0.135 -0.2335
C -3.991 2.782 3.633 -0.396 1.289 -0.623 -0.2441
O -4.995 3.202 2.712 -0.217 -0.243 -0.097 -0.0920
O -2.206 2.168 2.052 -1.128 0.949 -0.098 -0.0919
H -3.785 0.972 2.653 -0.319 -0.675 -0.204 0.0838
H -2.451 1.266 3.838 -1.059 0.176 -0.108 0.1119
H -3.433 3.661 3.988 0.148 -0.264 -0.001 0.1226
H -4.516 2.350 4.466 -0.216 -0.175 0.559 0.1145
H -4.689 3.953 2.163 0.311 -0.105 0.443 0.0304
H -1.482 1.544 1.975 0.369 -0.566 0.041 0.0271
C 2.367 -1.208 9.377 -0.498 -0.149 1.321 -0.2026
C 1.031 -0.769 8.790 -0.552 0.024 0.988 -0.2554
O 0.870 0.593 9.114 0.038 0.548 -0.459 -0.1025
O 2.549 -0.735 10.737 -0.490 -0.505 -0.649 -0.0801
H 3.255 -0.891 8.847 -0.086 0.210 -0.710 0.1119
H 2.337 -2.293 9.400 0.295 -0.277 0.089 0.1029
H 0.130 -1.251 9.206 0.674 -0.623 0.476 0.1074
H 0.925 -1.054 7.750 0.487 0.450 -0.733 0.0972
H -0.081 0.740 9.252 -0.082 0.127 0.003 0.0452
H 1.993 0.052 10.822 0.104 0.017 -0.192 0.0662
C -2.046 -8.451 -1.253 -1.580 3.301 2.301 -0.2225
C -1.740 -8.789 0.185 -1.981 -1.503 0.373 -0.2800
O -0.358 -8.978 0.271 0.584 -0.466 0.928 -0.0618
O -1.499 -7.162 -1.527 0.269 0.115 -0.253 -0.1095
H -3.124 -8.311 -1.387 -0.038 -0.738 -0.031 0.1133
H -1.646 -9.163 -1.861 1.103 -1.875 -1.911 0.0901
H -2.325 -9.734 0.454 0.801 0.741 -0.359 0.1361
H -2.154 -8.045 0.899 0.494 0.138 -0.429 0.1112
H -0.183 -9.513 1.063 0.122 0.337 -0.410 0.0989
H -2.241 -6.534 -1.383 0.093 -0.365 -0.215 0.0385
C -0.625 -6.145 4.147 -1.448 0.836 0.733 -0.2518
C -1.226 -7.527 4.295 1.156 -0.228 -0.079 -0.2758
O -2.605 -7.587 4.595 -0.190 -0.817 -0.958 -0.0564
O -1.046 -5.424 3.010 -0.279 0.121 0.401 -0.0886
H 0.460 -6.351 4.195 -0.179 0.661 -0.032 0.1195
H -1.005 -5.490 5.022 1.066 -1.292 -1.038 0.1126
H -0.630 -7.928 5.103 -0.029 -0.447 0.774 0.1037
H -0.901 -8.163 3.446 -0.614 0.378 -0.089 0.1169
H -2.922 -8.408 4.162 0.002 0.901 0.586 0.0989
H -0.570 -5.711 2.220 0.628 -0.190 -0.401 0.0261
C 6.169 5.502 -4.587 -1.146 -2.152 0.557 -0.2584
C 5.581 4.074 -4.274 -1.643 0.213 -1.346 -0.1852
O 4.118 3.964 -4.446 0.124 0.238 0.729 -0.1893
O 6.191 5.851 -5.916 0.732 0.135 -1.376 -0.0785
H 7.187 5.406 -4.233 0.417 0.468 0.112 0.1120
H 5.602 6.228 -4.027 -0.099 0.319 0.699 0.1122
H 5.801 3.814 -3.266 0.401 -0.177 0.934 0.0720
H 5.974 3.295 -4.963 0.268 0.628 0.340 0.1121
H 3.609 3.718 -3.575 1.412 0.168 -1.030 0.0502
H 5.306 5.935 -6.311 -0.310 0.027 0.342 0.0364
C -2.629 3.243 -9.008 1.076 0.777 -0.278 -0.2244
C -2.207 4.070 -10.257 -1.118 0.039 0.363 -0.2524
O -0.838 4.287 -10.239 0.891 1.152 0.451 -0.0634
O -2.108 3.893 -7.828 -0.120 -0.750 -0.516 -0.0941
H -2.257 2.192 -9.099 -0.192 0.649 0.064 0.1171
H -3.701 3.239 -8.928 -0.513 -0.117 0.160 0.1069
H -2.657 5.109 -10.239 0.122 -1.372 -0.113 0.1427
H -2.429 3.496 -11.173 -0.621 0.422 0.186 0.1217
H -0.422 3.466 -10.431 0.838 -1.047 -0.298 0.0726
H -1.146 3.932 -7.955 -0.283 0.140 -0.007 0.0755
C -0.826 1.900 -2.503 0.192 -1.369 0.934 -0.0758
O 0.376 1.805 -1.725 0.940 -0.035 -2.577 -0.2085
C 0.148 1.605 -0.394 -1.617 -0.469 1.102 -0.2345
C -0.407 0.189 -0.093 -0.086 0.621 1.818 -0.1389
N -0.228 -0.225 1.340 0.056 1.989 -0.912 -0.0240
C -1.037 -1.350 1.693 -0.049 -0.236 -0.600 -0.2127
C -1.179 -1.646 3.139 0.022 0.636 0.669 -0.2342
O 0.074 -2.040 3.657 0.700 -0.415 1.056 -0.1982
C -0.063 -2.819 4.878 -0.119 -0.334 -0.474 -0.0589
H -0.606 2.350 -3.457 0.310 -0.277 -0.422 0.0909
H -1.510 2.549 -2.002 -0.640 0.480 0.485 0.0334
H -1.348 0.906 -2.573 0.661 0.820 -0.237 0.0965
H -0.648 2.341 -0.203 0.163 -0.065 1.230 0.1040
H 1.044 1.813 0.188 0.147 0.022 -0.046 0.1080
H 0.057 -0.550 -0.694 0.508 -0.666 -1.167 0.1127
H -1.469 0.210 -0.270 -0.439 -0.192 -0.293 0.0795
H 0.757 -0.431 1.369 0.491 -0.302 0.548 0.0621
H -0.620 -2.278 1.307 -0.222 -0.330 -0.739 0.1093
H -2.034 -1.135 1.293 -0.061 -0.422 -0.046 0.1252
H -1.864 -2.483 3.186 -0.406 -0.336 0.299 0.0941
H -1.622 -0.767 3.660 0.321 -0.452 0.147 0.1188
H 0.909 -3.309 5.277 -1.460 0.798 -1.347 0.1133
H -0.874 -3.558 4.631 1.008 0.327 0.662 0.0612
H -0.403 -2.178 5.692 -0.102 0.144 0.040 0.0528
C -6.362 -0.199 -0.512 -0.079 -3.012 -1.998 -0.1059
O -5.107 0.071 -1.117 -0.875 -0.478 0.507 -0.2085
C -4.429 1.044 -0.359 0.838 -0.666 0.124 -0.2496
C -4.717 2.414 -0.789 -2.902 1.682 0.184 -0.2132
N -4.224 2.801 -2.091 0.496 1.575 0.165 -0.0349
C -4.732 2.080 -3.242 -1.409 -0.677 1.096 -0.1973
C -4.392 2.759 -4.514 -1.013 2.065 0.456 -0.2149
O -4.729 4.149 -4.370 -0.156 -0.200 -0.333 -0.2055
C -4.118 4.984 -5.362 -1.070 -2.173 -0.654 -0.0848
H -6.821 -0.997 -1.199 0.364 1.132 0.996 0.1134
H -7.006 0.639 -0.517 -0.685 1.002 0.247 0.0613
H -6.288 -0.678 0.477 0.223 0.416 -0.039 0.0842
H -3.384 0.833 -0.562 0.428 0.000 0.580 0.1067
H -4.740 0.946 0.689 0.598 -0.023 0.028 0.1110
H -4.366 3.139 -0.012 -0.111 -0.642 -0.688 0.1046
H -5.909 2.478 -0.738 1.886 0.185 -0.151 0.1568
H -4.469 3.802 -2.213 0.462 -0.867 -0.101 0.1132
H -5.853 1.995 -3.125 0.768 -0.332 -0.354 0.1416
H -4.259 1.095 -3.232 -0.445 -0.172 -0.167 0.1071
H -4.852 2.339 -5.398 -0.302 -0.290 -0.222 0.1173
H -3.363 2.793 -4.621 2.460 -0.587 -0.503 0.0837
H -4.643 4.801 -6.343 0.746 0.198 0.622 0.1019
H -3.043 4.773 -5.453 -0.295 0.238 -0.064 0.0704
H -4.363 5.947 -5.031 0.129 1.586 0.247 0.0699
C -0.404 -4.668 8.915 -1.298 -0.261 1.406 -0.1028
O -0.676 -3.774 7.862 0.948 -1.154 0.219 -0.2030
C -1.978 -3.324 7.824 -0.781 1.074 0.687 -0.2640
C -2.962 -4.259 7.103 1.918 -0.753 0.496 -0.2196
N -4.158 -3.558 6.937 -1.593 1.623 0.314 -0.0589
C -5.115 -3.952 5.908 2.230 -1.201 0.155 -0.2057
C -6.040 -2.851 5.577 -0.845 1.871 -0.329 -0.1919
O -5.483 -1.663 4.899 -0.415 -2.002 1.254 -0.1874
C -4.908 -2.122 3.687 0.609 0.541 0.872 -0.1074
H -0.679 -5.750 8.808 0.252 0.859 -0.627 0.1008
H -0.968 -4.346 9.829 0.275 -0.097 -0.537 0.0967
H 0.619 -4.557 9.179 1.010 -0.197 -0.040 0.0675
H -1.858 -2.339 7.335 -0.695 -0.336 -0.206 0.1100
H -2.350 -3.085 8.873 0.243 -0.381 -0.935 0.1313
H -3.028 -5.199 7.695 -0.383 0.449 -0.179 0.1351
H -2.477 -4.571 6.168 -0.028 0.063 -0.294 0.0971
H -3.939 -2.572 6.825 -0.149 -0.009 -0.140 0.0951
H -5.669 -4.789 6.314 -0.471 -0.249 -0.126 0.1255
H -4.502 -4.359 5.066 -0.801 0.220 0.028 0.1057
H -6.501 -2.503 6.502 0.196 0.230 0.033 0.1073
H -6.881 -3.196 4.983 -0.034 -0.303 -0.405 0.1222
H -3.982 -2.738 3.943 -0.986 0.949 -0.925 0.0839
H -4.741 -1.184 3.154 0.654 -0.365 -0.321 0.0818
H -5.656 -2.695 3.152 0.075 -0.471 -0.404 0.0823
C 1.584 -3.993 -10.702 0.506 0.890 -1.390 -0.1317
O 1.921 -2.974 -9.820 0.130 0.662 0.697 -0.2170
C 2.604 -1.878 -10.418 -0.476 0.153 0.608 -0.2124
C 2.759 -0.785 -9.331 -1.352 -0.052 -1.160 -0.1930
N 1.440 -0.142 -8.996 0.511 -0.750 1.552 -0.0266
C 1.556 1.164 -8.251 -0.625 -0.503 -0.975 -0.1942
C 2.193 1.150 -6.888 0.835 0.072 0.217 -0.2281
O 1.345 0.466 -5.994 -1.055 0.302 0.031 -0.1927
C 1.891 0.355 -4.717 0.944 -1.264 0.473 -0.1189
H 2.508 -4.447 -11.069 -0.004 -0.487 -0.074 0.0830
H 1.073 -3.581 -11.616 0.033 -0.412 0.753 0.0997
H 0.975 -4.693 -10.169 -0.366 -0.467 0.091 0.0740
H 1.949 -1.526 -11.254 0.799 0.048 0.336 0.1275
H 3.629 -2.186 -10.756 -0.769 0.158 -0.031 0.1297
H 3.428 -0.061 -9.752 0.155 0.825 -0.308 0.0871
H 3.315 -1.214 -8.518 0.009 -0.372 0.825 0.1055
H 0.935 -0.812 -8.359 0.577 0.794 -0.901 0.1081
H 0.527 1.506 -8.033 0.142 -0.052 -0.493 0.1054
H 2.042 1.871 -8.948 -0.094 -0.212 0.621 0.1062
H 2.420 2.196 -6.538 -0.169 -0.798 -0.198 0.1318
H 3.109 0.559 -6.893 0.607 0.315 -0.200 0.1159
H 2.806 -0.290 -4.757 -0.135 0.578 -0.043 0.0944
H 1.240 -0.230 -4.051 -0.302 0.546 -0.293 0.0809
H 2.155 1.318 -4.269 -0.109 0.050 0.004 0.0803
C 2.826 7.152 6.512 0.500 1.114 -0.200 -0.1258
O 1.466 6.914 6.307 -0.282 0.408 0.377 -0.2145
C 0.911 7.446 5.115 1.052 0.464 -0.242 -0.2192
C 1.140 6.426 3.995 -0.875 -0.284 0.042 -0.2066
N 0.607 5.160 4.537 0.232 0.694 -1.332 -0.0458
C 0.687 4.040 3.617 1.067 -1.628 1.410 -0.1964
C 0.050 2.786 4.273 1.819 0.591 -0.958 -0.2124
O 0.829 2.483 5.439 -1.280 -1.035 -0.165 -0.2066
C 0.304 1.314 6.107 0.128 -0.194 -0.782 -0.0844
H 3.110 6.623 7.398 0.098 -0.315 0.606 0.0759
H 3.050 8.253 6.699 -0.208 -1.140 -0.485 0.1080
H 3.443 6.742 5.698 -0.015 0.362 -0.027 0.0841
H 1.381 8.410 4.822 -0.029 -0.296 0.354 0.1211
H -0.127 7.670 5.375 -0.020 -0.440 -0.518 0.1235
H 2.225 6.348 3.682 -0.868 0.213 0.320 0.1220
H 0.543 6.730 3.113 0.351 -0.182 0.255 0.1154
H 1.201 4.979 5.338 -0.372 -0.420 0.140 0.1019
H 1.762 3.767 3.365 -0.880 0.183 0.252 0.1288
H 0.194 4.092 2.666 -0.608 1.004 -0.505 0.0968
H 0.230 2.026 3.487 -0.541 -0.252 0.616 0.0908
H -1.023 2.905 4.452 0.167 0.074 0.313 0.1082
H 0.097 0.445 5.379 0.265 1.223 0.791 0.1009
H -0.622 1.569 6.650 0.169 -0.125 -0.225 0.0826
H 1.053 0.998 6.837 -0.166 0.135 -0.185 0.0646
C 4.036 1.822 4.556 0.949 -0.231 1.146 -0.1320
O 3.534 1.759 3.249 -0.606 -0.145 0.569 -0.2217
C 2.482 0.782 3.188 0.775 0.319 0.612 -0.1951
C 3.059 -0.541 2.690 0.646 1.144 -0.602 -0.1737
N 2.985 -0.579 1.221 0.074 -2.288 -0.455 -0.0607
C 3.825 0.384 0.564 1.462 1.297 -0.783 -0.2127
C 3.884 0.183 -0.962 -0.258 0.106 0.575 -0.2199
O 4.980 0.913 -1.478 0.397 -0.205 0.318 -0.2066
C 5.248 0.677 -2.859 0.198 0.498 1.013 -0.0716
H 4.793 2.625 4.520 0.066 -0.669 0.266 0.0896
H 4.462 0.806 4.918 -0.306 1.513 -0.674 0.1125
H 3.301 2.132 5.342 0.099 -0.240 -0.854 0.0825
H 1.824 1.160 2.421 -0.592 -0.030 -0.027 0.0868
H 1.984 0.775 4.199 0.318 -0.375 -1.196 0.1142
H 2.512 -1.361 3.091 -0.379 -0.825 0.240 0.0877
H 4.138 -0.617 2.899 -0.255 0.003 0.829 0.1189
H 3.355 -1.554 0.989 -0.693 1.691 0.085 0.1120
H 4.902 0.405 0.875 -0.504 -0.444 0.201 0.1338
H 3.534 1.437 0.765 -0.324 -0.608 0.028 0.1124
H 2.957 0.492 -1.426 -0.540 0.347 -0.271 0.1041
H 3.940 -0.883 -1.172 0.443 -0.409 -0.152 0.0927
H 4.505 1.173 -3.435 -0.718 0.501 -0.809 0.0518
H 5.187 -0.377 -3.052 0.300 -0.727 -0.291 0.0775
H 6.228 1.113 -3.106 -0.299 -0.357 0.214 0.1005
C 4.802 -4.102 -1.877 -0.073 1.119 0.109 -0.1086
O 5.329 -4.383 -0.605 -0.725 -0.602 0.861 -0.1943
C 5.986 -3.288 -0.034 0.179 2.423 -0.116 -0.2408
C 6.557 -3.529 1.367 -0.714 -1.931 -0.621 -0.2008
N 5.535 -3.500 2.400 -0.221 0.476 0.916 -0.0601
C 4.910 -4.798 2.603 -0.391 0.051 1.352 -0.2080
C 3.820 -4.713 3.699 1.007 1.593 -0.856 -0.2064
O 4.489 -4.328 4.887 0.065 -0.231 0.022 -0.2114
C 3.833 -4.317 6.160 1.924 0.848 -0.318 -0.0791
H 4.181 -3.162 -1.819 0.445 -0.854 -0.375 0.0930
H 4.223 -4.927 -2.259 -0.470 -0.350 0.404 0.0713
H 5.609 -4.010 -2.601 0.271 0.542 -0.160 0.0859
H 5.354 -2.324 0.092 0.332 -1.470 -0.566 0.1264
H 6.785 -3.029 -0.752 0.167 0.225 0.401 0.1229
H 7.302 -2.805 1.618 0.587 0.487 -0.208 0.1105
H 7.011 -4.553 1.261 0.116 0.670 0.544 0.1282
H 5.848 -3.122 3.318 -0.038 -0.505 -1.150 0.1259
H 5.685 -5.533 2.865 -0.317 -0.328 -0.249 0.1241
H 4.348 -5.020 1.719 0.150 -0.657 -0.782 0.0826
H 3.210 -5.597 3.805 -0.029 -0.536 0.078 0.1115
H 3.209 -3.900 3.248 -0.310 -0.154 0.882 0.1076
H 3.889 -3.265 6.505 -0.601 -0.444 -0.008 0.0864
H 4.500 -4.874 6.861 -0.886 0.010 -0.437 0.0959
H 2.831 -4.688 6.085 -0.605 -0.284 0.266 0.0617
```
Forces are in eV/Å.

HOMO: -8.50 eV
M: 1928.71 g mol⁻¹
Max |F|: 4.5 eV Å⁻¹